140
Properties=species:S:1:pos:R:3 method="wB97M-V/def2-TZVPD" smiles="CCCCCCC[C@](O)(CCCCCCCCCCCOC)O[C@H](Cl)[C@@H](Br)NCCCN.O=C1C=C(O)C(=O)C=C1O.O=C1C=C(O)C(=O)C=C1O.O=C1C=C(O)C(=O)C=C1O.O=C1C=C(O)C(=O)C=C1O" e_tot_ha=-6480.7128 lumo_energy_ev=-1.81 gap_ev=7.24 spin_multiplicity=1
C 4.16 2.97 7.15
C 2.57 2.57 7.27
C 1.54 3.72 6.71
C 0.36 3.15 5.72
C -1.15 3.14 6.37
C -1.69 1.64 6.80
C -2.44 0.82 5.59
C -1.43 -0.08 4.64
O -0.11 -0.35 5.27
C -1.28 0.78 3.21
C -2.59 0.64 2.23
C -2.07 0.33 0.69
C -3.09 0.98 -0.41
C -2.60 2.46 -0.99
C -1.06 2.48 -1.55
C -0.81 1.37 -2.78
C 0.42 1.98 -3.70
C 1.53 0.83 -4.12
C 2.94 1.57 -4.61
C 4.23 0.63 -4.15
O 5.42 1.12 -4.93
C 6.66 0.52 -4.39
O -2.07 -1.40 4.45
C -1.20 -2.33 3.73
Cl -2.27 -3.22 2.46
C -0.52 -3.51 4.65
Br -1.37 -3.50 6.46
N -0.66 -4.91 4.07
C 0.48 -5.27 3.14
C 1.72 -6.10 3.87
C 2.91 -5.12 4.45
N 4.23 -5.88 4.64
H 4.36 4.00 6.61
H 4.80 2.14 6.60
H 4.60 3.02 8.26
H 2.44 1.56 6.66
H 2.33 2.41 8.41
H 2.19 4.47 6.07
H 1.08 4.27 7.64
H 0.72 2.12 5.30
H 0.30 3.88 4.78
H -1.08 3.79 7.37
H -1.88 3.72 5.66
H -2.53 1.83 7.63
H -0.85 1.03 7.35
H -2.94 1.65 4.89
H -3.34 0.15 5.96
H -0.24 -0.74 6.20
H -0.25 0.53 2.68
H -1.22 1.93 3.52
H -3.14 1.69 2.22
H -3.38 -0.15 2.57
H -0.96 0.71 0.62
H -2.06 -0.85 0.53
H -3.29 0.25 -1.33
H -4.15 1.18 0.09
H -2.73 3.24 -0.10
H -3.30 2.78 -1.90
H -0.25 2.28 -0.73
H -0.87 3.57 -1.98
H -1.84 1.33 -3.37
H -0.59 0.28 -2.36
H -0.04 2.54 -4.64
H 0.95 2.80 -3.05
H 1.14 0.12 -4.97
H 1.82 0.18 -3.18
H 2.90 1.72 -5.78
H 3.10 2.61 -4.08
H 4.06 -0.48 -4.50
H 4.48 0.72 -3.00
H 6.94 1.03 -3.36
H 6.60 -0.65 -4.24
H 7.53 0.76 -5.15
H -0.33 -1.84 3.11
H 0.63 -3.30 4.75
H -0.67 -5.55 4.90
H 0.83 -4.30 2.58
H 0.06 -6.01 2.30
H 2.21 -6.77 3.02
H 1.36 -6.84 4.71
H 2.62 -4.66 5.49
H 3.14 -4.26 3.66
H 4.40 -6.07 5.65
H 5.00 -5.21 4.35
C -1.74 4.23 -8.08
C -2.07 3.51 -7.01
C -3.04 4.02 -6.00
O -3.34 3.33 -5.04
C -3.62 5.36 -6.22
C -3.29 6.07 -7.30
C -2.33 5.55 -8.31
O -2.06 6.23 -9.30
O -3.82 7.33 -7.51
O -1.51 2.26 -6.78
H -1.03 3.87 -8.82
H -4.31 5.72 -5.48
H -3.43 7.65 -8.35
H -1.91 1.95 -5.94
C -0.46 -2.76 -6.92
C -0.23 -4.02 -7.29
C -0.51 -5.16 -6.38
O -0.31 -6.31 -6.76
C -1.03 -4.86 -5.04
C -1.25 -3.60 -4.66
C -0.99 -2.46 -5.58
O -1.23 -1.31 -5.21
O -1.73 -3.31 -3.40
O 0.28 -4.31 -8.55
H -0.26 -1.92 -7.57
H -1.21 -5.70 -4.38
H -1.81 -2.33 -3.37
H 0.35 -5.29 -8.58
C -2.22 -6.47 -9.92
C -1.11 -6.83 -10.58
C -1.15 -7.87 -11.64
O -0.12 -8.16 -12.25
C -2.44 -8.51 -11.94
C -3.54 -8.16 -11.27
C -3.51 -7.10 -10.22
O -4.54 -6.78 -9.65
O -4.76 -8.76 -11.54
O 0.11 -6.25 -10.29
H -2.20 -5.72 -9.14
H -2.45 -9.27 -12.70
H -5.40 -8.33 -10.93
H 0.75 -6.67 -10.90
C 1.81 7.26 10.74
C 2.42 6.26 10.09
C 2.72 4.97 10.76
O 3.26 4.06 10.14
C 2.34 4.82 12.18
C 1.73 5.82 12.83
C 1.41 7.10 12.14
O 0.84 8.00 12.76
O 1.38 5.70 14.16
O 2.80 6.40 8.77
H 1.59 8.20 10.26
H 2.58 3.88 12.66
H 0.96 6.55 14.40
H 3.22 5.54 8.53

53
Properties=species:S:1:pos:R:3 method="wB97M-V/def2-TZVPD" smiles="COc1cc(CN2CCN(C(=O)CC(C)C)CC2)c([N+](=O)[O-])cc1OC" e_tot_ha=-1242.4503 e_above_lowest_kcal_mol=141.8 lumo_energy_ev=-0.28 gap_ev=8.41 spin_multiplicity=1
C 3.54 0.61 3.72
H 3.79 -0.43 3.93
H 3.07 1.05 4.60
H 4.45 1.16 3.49
O 2.58 0.73 2.70
C 2.82 0.33 1.43
C 1.77 0.59 0.55
C 1.81 0.27 -0.80
C 2.98 -0.34 -1.27
C 4.03 -0.63 -0.40
C 3.98 -0.31 0.94
O 5.00 -0.59 1.81
C 6.15 -1.22 1.32
H 5.92 -2.21 0.90
H 6.66 -0.61 0.56
H 6.81 -1.34 2.18
H 4.89 -1.11 -0.83
N 3.17 -0.70 -2.64
O 2.43 -0.23 -3.48
O 4.08 -1.47 -2.90
C 0.61 0.57 -1.65
N -0.58 0.77 -0.85
C -1.14 -0.50 -0.40
H -0.36 -1.07 0.10
C -2.28 -0.23 0.58
N -3.30 0.57 -0.07
C -4.57 0.23 -0.41
O -5.27 1.00 -1.05
C -5.12 -1.11 0.05
H -5.77 -1.47 -0.75
C -5.98 -0.97 1.33
C -5.21 -0.31 2.47
H -4.31 -0.88 2.71
H -5.83 -0.26 3.36
H -4.91 0.70 2.19
C -7.26 -0.19 1.03
H -7.84 -0.05 1.94
H -7.87 -0.72 0.31
H -7.02 0.79 0.61
H -6.26 -1.98 1.64
H -4.34 -1.85 0.21
C -2.75 1.81 -0.56
C -1.61 1.54 -1.53
H -1.17 2.49 -1.86
H -2.00 1.01 -2.42
H -3.56 2.36 -1.06
H -2.38 2.40 0.29
H -2.68 -1.17 0.95
H -1.89 0.34 1.43
H -1.52 -1.09 -1.25
H 0.47 -0.21 -2.41
H 0.82 1.50 -2.21
H 0.90 1.07 0.94

HOMO values, unit eV, following the record order: -9.0, -8.7.